1.
Below is a cluster of 2 separate species, H4S3 in total, with properties calculated with wB97M-V/def2-TZVPD.

HOMO = -9.57 eV
molecular weight = 100.2 g mol⁻¹
SMILES = SS.S
ΔE to the lowest compared entry with this formula, charge and spin = 0.3 kcal/mol
lowest unoccupied orbital energy = 0.34 eV
calculated total energy = -1196.937844 hartree

Structure (XYZ):
```
7
Properties=species:S:1:pos:R:3:lowdin_charge:R:1
S 1.265 0.092 1.176 0.208
S 1.199 1.167 -0.574 0.211
H 1.913 0.979 1.950 -0.207
H 2.370 0.766 -1.095 -0.207
S -2.342 -1.406 -0.034 0.465
H -3.086 -0.435 -0.578 -0.222
H -1.318 -1.162 -0.846 -0.249
```

=====

2.
Below is a structure of composition C31H48AgClN6O2S4Si, with properties calculated with wB97M-V/def2-TZVPD.

HOMO = -0.64 eV
molecular weight = 836.4 g mol⁻¹
charge = -2
lowest unoccupied orbital energy = 3.72 eV
calculated total energy = -4178.633220 hartree

Structure (XYZ):
```
94
Properties=species:S:1:pos:R:3:lowdin_charge:R:1
Ag 1.211 -0.541 1.489 0.511
S 2.409 -2.696 2.213 -0.232
S 0.980 -3.361 3.554 -0.270
S -0.833 -3.813 2.621 -0.274
S -2.116 -2.212 2.511 -0.218
C 1.987 -0.575 -2.964 -0.059
C 2.830 0.224 -2.002 -0.369
C 4.075 0.694 -2.417 -0.100
C 4.816 1.444 -1.504 -0.121
C 4.287 1.741 -0.272 -0.066
C 2.977 1.281 0.080 -0.467
N 2.312 0.467 -0.799 0.106
N 2.338 1.600 1.211 -0.093
Si 2.616 2.990 2.124 0.336
C 2.900 4.517 1.026 -0.194
C 4.108 2.969 3.298 -0.192
C 1.098 3.375 3.156 -0.185
H 1.876 -0.036 -3.909 0.073
H 1.003 -0.743 -2.535 0.029
H 2.439 -1.547 -3.181 0.077
H 4.449 0.466 -3.409 0.084
H 5.807 1.799 -1.771 0.088
H 4.856 2.304 0.460 0.075
H 3.881 4.470 0.543 0.005
H 2.844 5.454 1.592 0.013
H 2.146 4.547 0.231 0.021
H 5.036 3.204 2.764 0.007
H 4.231 1.977 3.746 0.018
H 3.998 3.699 4.109 0.012
H 0.287 3.747 2.519 0.025
H 1.303 4.127 3.928 0.019
H 0.744 2.458 3.630 -0.013
O 0.744 0.208 3.809 -0.029
C 0.662 -0.378 4.864 -0.540
C -0.634 -0.782 5.514 -0.134
C -0.772 0.029 6.829 -0.185
C -0.125 1.434 6.804 -0.193
C 1.370 1.461 7.179 -0.191
C 2.288 0.835 6.119 -0.190
N 1.785 -0.474 5.702 0.066
H -0.651 -1.854 5.713 0.103
H -1.437 -0.576 4.815 0.065
H -0.332 -0.531 7.662 0.097
H -1.836 0.132 7.053 0.099
H -0.657 2.075 7.512 0.097
H -0.256 1.881 5.814 0.108
H 1.499 0.917 8.124 0.100
H 1.683 2.496 7.355 0.100
H 3.304 0.736 6.506 0.109
H 2.322 1.460 5.230 0.093
H 1.619 -1.087 6.488 0.117
C -3.253 -2.414 -5.767 -0.059
C -2.482 -2.677 -4.463 -0.502
C -1.955 -4.118 -4.548 -0.054
C -1.300 -1.705 -4.421 -0.023
C -3.440 -2.525 -3.234 -0.403
O -4.582 -3.377 -3.477 -0.042
C -4.039 -1.098 -3.035 -0.093
C -3.330 -0.012 -2.194 -0.113
C -2.459 1.006 -2.892 -0.233
C -1.193 1.295 -2.387 -0.015
C -0.371 2.230 -2.997 -0.085
C -0.830 2.887 -4.123 -0.666
Cl 0.192 4.063 -4.918 0.620
C -2.094 2.642 -4.635 -0.121
C -2.904 1.708 -4.008 -0.058
C -2.934 -3.134 -1.889 -0.034
N -1.601 -2.819 -1.411 -0.100
C -1.269 -1.944 -0.443 -0.284
N 0.014 -1.973 -0.218 0.048
C 0.450 -2.965 -1.029 -0.228
N -0.487 -3.515 -1.773 0.097
H -2.538 -2.394 -6.593 0.086
H -3.772 -1.451 -5.769 0.073
H -3.974 -3.209 -5.980 0.080
H -1.435 -4.252 -5.503 0.082
H -2.782 -4.832 -4.505 0.083
H -1.254 -4.335 -3.746 0.054
H -0.575 -1.989 -5.189 0.093
H -0.783 -1.726 -3.463 0.062
H -1.615 -0.681 -4.623 0.077
H -5.060 -3.013 -4.227 0.079
H -4.990 -1.295 -2.539 0.118
H -4.281 -0.692 -4.021 0.089
H -2.737 -0.472 -1.421 0.068
H -4.117 0.542 -1.675 0.125
H -0.824 0.782 -1.502 0.116
H 0.615 2.433 -2.595 0.112
H -2.439 3.175 -5.511 0.095
H -3.899 1.528 -4.402 0.109
H -3.021 -4.214 -1.981 0.133
H -3.628 -2.818 -1.111 0.142
H -1.976 -1.380 0.147 0.026
H 1.482 -3.280 -1.062 0.106
```

=====

3.
Below is a structure of composition C2H6Cl2N2O2S at a distorted geometry, with properties calculated with wB97M-V/def2-TZVPD.

HOMO = -9.81 eV
molecular weight = 193.1 g mol⁻¹
ΔE to the lowest compared entry with this formula, charge and spin = 0.0 kcal/mol
lowest unoccupied orbital energy = -0.27 eV
calculated total energy = -1658.227228 hartree

Structure (XYZ):
```
15
Properties=species:S:1:pos:R:3:lowdin_charge:R:1
C 0.113 0.853 0.905 -0.079
C 0.213 -0.807 -0.933 -0.119
N 0.589 0.564 -0.485 -0.338
N 2.984 -0.320 0.628 -0.988
O 2.653 0.779 -1.832 -0.285
O 2.263 2.197 0.252 -0.327
S 2.082 0.966 -0.537 0.537
Cl 4.591 0.356 0.742 0.543
Cl 2.992 -1.926 -0.080 0.545
H 0.647 0.169 1.606 0.098
H 0.422 1.848 1.210 0.077
H -0.962 0.682 0.891 0.093
H 0.744 -1.140 -1.774 0.049
H 0.331 -1.652 -0.232 0.061
H -0.929 -0.628 -1.125 0.132
```

=====

4.
Below is a cluster of 2 separate species, C6H12O in total, with properties calculated with wB97M-V/def2-TZVPD.

HOMO = -8.70 eV
molecular weight = 100.2 g mol⁻¹
ΔE to the lowest compared entry with this formula, charge and spin = 103.8 kcal/mol
lowest unoccupied orbital energy = 0.81 eV
calculated total energy = -310.893875 hartree

Structure (XYZ):
```
19
Properties=species:S:1:pos:R:3:lowdin_charge:R:1
C -0.592 2.368 -1.514 -0.074
O -1.402 1.821 -0.461 -0.225
C -0.932 1.984 0.743 0.029
C 0.382 -0.748 0.415 -0.378
C -0.697 -1.311 -0.482 -0.072
C 1.774 -1.309 0.458 -0.127
C 0.853 -1.478 1.637 -0.126
H 0.021 1.557 -1.920 0.087
H 0.045 3.150 -1.097 0.084
H -1.272 2.750 -2.278 0.091
H 0.360 0.333 0.541 0.064
H -1.675 1.423 1.361 0.032
H -0.714 -0.806 -1.457 0.066
H -1.692 -1.198 -0.032 0.078
H -0.538 -2.380 -0.668 0.080
H 2.597 -0.602 0.544 0.097
H 1.991 -2.188 -0.144 0.098
H 1.041 -0.893 2.534 0.098
H 0.451 -2.472 1.820 0.100
```

=====

5.
Below is a cluster of 2 separate species, C3H10NO in total at a distorted geometry, with properties calculated with wB97M-V/def2-TZVPD.

HOMO = -2.74 eV
molecular weight = 76.1 g mol⁻¹
charge = -1
ΔE to the lowest compared entry with this formula, charge and spin = 26.8 kcal/mol
lowest unoccupied orbital energy = 4.31 eV
calculated total energy = -250.248728 hartree

Structure (XYZ):
```
15
Properties=species:S:1:pos:R:3:lowdin_charge:R:1
C -2.419 0.225 -0.403 -0.417
O -1.715 -0.952 -0.424 -0.407
H -3.429 0.168 0.037 0.026
H -1.899 0.994 0.202 0.040
H -2.587 0.641 -1.422 0.035
C 1.072 0.270 -0.905 -0.223
N 0.553 -0.097 0.361 -0.217
C 1.553 -0.333 1.353 -0.204
H 1.726 1.161 -0.900 0.054
H 1.779 -0.503 -1.339 0.061
H 0.288 0.332 -1.656 0.061
H -0.415 -0.585 0.194 0.029
H 1.170 -1.083 2.058 0.064
H 1.863 0.555 1.920 0.049
H 2.460 -0.794 0.925 0.051
```

=====

6.
Below is a structure of composition C24H19Cl2F3INO5STeTi at a distorted geometry, with properties calculated with wB97M-V/def2-TZVPD.

HOMO = -7.72 eV
molecular weight = 863.8 g mol⁻¹
ΔE to the lowest compared entry with this formula, charge and spin = 16.7 kcal/mol
lowest unoccupied orbital energy = -0.99 eV
calculated total energy = -4390.317049 hartree

Structure (XYZ):
```
58
Properties=species:S:1:pos:R:3:lowdin_charge:R:1
Ti 1.583 1.096 -1.094 0.707
O 4.651 2.949 -0.340 0.133
C 3.858 2.291 -0.938 -0.599
O 3.435 1.055 -0.643 -0.237
C 3.098 2.833 -2.217 -0.601
O 3.265 3.908 -2.685 0.150
O 2.166 1.910 -2.618 -0.322
Te 0.858 3.587 -0.230 1.161
C -0.187 3.260 1.554 -0.981
C -0.013 4.000 2.693 -0.271
C -0.876 3.609 3.755 -0.196
C -1.689 2.576 3.399 -0.420
S -1.415 2.088 1.786 0.964
H 0.708 4.804 2.763 0.098
H -0.890 4.079 4.728 0.099
H -2.447 2.091 3.995 0.063
F -6.329 -3.459 1.711 0.132
C -6.217 -3.059 0.431 -0.577
F -6.259 -4.168 -0.340 0.136
F -7.322 -2.342 0.136 0.138
C -4.963 -2.270 0.185 -0.126
C -4.722 -1.788 -1.097 -0.004
C -3.558 -1.096 -1.366 -0.003
C -2.616 -0.884 -0.354 -0.236
C -2.885 -1.343 0.935 -0.021
C -4.055 -2.037 1.204 -0.004
C -1.363 -0.253 -0.640 -0.134
C -0.301 0.284 -0.883 -0.204
H -5.444 -1.965 -1.884 0.127
H -3.360 -0.715 -2.359 0.121
H -2.168 -1.148 1.723 0.110
H -4.255 -2.403 2.202 0.119
I 4.306 -0.542 -3.349 1.062
C 3.075 -1.784 -2.200 -0.735
C 3.248 -3.149 -2.394 -0.138
C 2.441 -4.028 -1.697 -0.050
C 1.508 -3.522 -0.810 -0.037
C 1.414 -2.153 -0.667 -0.121
N 2.170 -1.284 -1.355 -0.019
H 4.001 -3.501 -3.082 0.088
H 2.539 -5.095 -1.852 0.115
H 0.854 -4.169 -0.243 0.112
H 0.699 -1.705 0.007 0.087
Cl 0.438 -0.302 -3.923 0.576
C -0.051 1.260 -4.632 -0.937
Cl -0.791 2.347 -3.454 0.562
H -0.777 1.047 -5.407 0.026
H 0.842 1.733 -5.018 0.031
C 3.022 1.830 2.420 0.021
C 2.132 0.675 2.114 -0.414
C 1.892 -0.348 3.179 0.017
O 1.568 0.542 1.035 -0.098
H 3.522 1.707 3.378 0.094
H 2.410 2.733 2.440 0.074
H 3.756 1.961 1.624 0.078
H 1.305 0.123 3.973 0.104
H 2.838 -0.663 3.619 0.096
H 1.349 -1.202 2.782 0.085
```

=====

7.
Below is the molecule C6H8OS at a distorted geometry, with properties calculated with wB97M-V/def2-TZVPD.

HOMO = -8.58 eV
molecular weight = 128.2 g mol⁻¹
SMILES = C[C@H]1CC=C(C=S)O1
ΔE to the lowest compared entry with this formula, charge and spin = 32.1 kcal/mol
lowest unoccupied orbital energy = -0.77 eV
calculated total energy = -706.794970 hartree

Structure (XYZ):
```
16
Properties=species:S:1:pos:R:3:lowdin_charge:R:1
C -1.794 -0.693 0.708 -0.047
C -0.982 -0.258 -0.448 -0.432
C -0.577 1.164 -0.315 -0.135
C 0.884 1.104 0.021 -0.003
C 1.253 -0.162 -0.179 -0.360
C 2.581 -0.805 -0.197 -0.572
S 3.956 -0.020 0.149 0.698
O 0.200 -0.988 -0.532 -0.027
H -2.677 0.011 0.779 0.107
H -1.219 -0.622 1.621 0.088
H -2.173 -1.732 0.641 0.092
H -1.540 -0.519 -1.359 0.155
H -0.723 1.746 -1.224 0.122
H -1.147 1.678 0.483 0.125
H 1.446 1.913 0.476 0.117
H 2.512 -1.816 -0.623 0.071
```

=====

8.
Below is a structure of composition C40H84Br2ClN2O13P2SSi at a distorted geometry, with properties calculated with wB97M-V/def2-TZVPD.

HOMO = -10.57 eV
molecular weight = 1118.5 g mol⁻¹
charge = +1
lowest unoccupied orbital energy = -3.85 eV
calculated total energy = -9640.289516 hartree

Structure (XYZ):
```
146
Properties=species:S:1:pos:R:3:lowdin_charge:R:1
C -1.687 4.050 4.842 -0.150
C -2.113 3.808 3.341 -0.258
C -1.271 3.234 2.149 -0.347
S -2.655 2.545 1.026 0.705
C -2.459 0.766 0.560 -0.146
O -2.794 3.185 -0.301 -0.398
O -4.031 2.655 1.552 -0.310
C -0.398 2.009 2.785 -0.325
C -1.309 0.916 3.506 -0.092
C -0.943 -0.608 3.490 -0.126
C -0.335 -1.329 2.274 -0.191
C 1.138 -1.429 2.026 -0.038
C 1.729 -2.149 0.888 -0.066
C 0.889 -2.842 -0.117 -0.068
C -0.580 -2.798 0.128 -0.061
C -1.150 -2.080 1.270 -0.038
N 0.459 2.458 3.966 0.108
C 1.157 1.600 4.486 -0.333
O 1.789 0.751 4.968 0.210
O 0.611 1.505 1.914 -0.121
C 1.514 2.427 1.340 -0.655
Cl 2.977 2.950 2.285 0.769
C 0.709 3.572 0.548 -0.583
Br 0.084 2.338 -0.970 0.959
C 1.561 4.521 -0.390 -0.247
C 3.070 4.153 -0.675 -0.259
O 3.903 5.056 0.115 -0.281
Si 5.570 4.644 0.054 0.459
C 6.034 3.286 -1.192 -0.192
C 6.641 6.174 -0.417 -0.179
C 6.197 4.029 1.778 -0.194
N -0.390 4.212 1.352 -0.434
P -1.148 5.691 0.656 0.838
C -1.267 5.719 -1.249 -0.220
O -2.834 5.792 0.921 -0.307
P 0.458 5.207 2.743 0.767
O 1.871 5.925 2.336 -0.337
Br -0.789 7.101 3.256 0.376
H -0.665 4.447 5.061 0.034
H -2.405 4.789 5.320 0.096
H -1.776 3.136 5.511 0.082
H -2.910 3.027 3.573 0.117
H -2.775 4.698 3.105 0.107
H -3.000 0.109 1.304 0.045
H -1.395 0.416 0.542 0.030
H -2.913 0.540 -0.444 0.108
H -2.408 0.963 3.205 0.108
H -1.437 1.187 4.603 0.133
H -1.886 -1.180 3.767 0.138
H -0.260 -0.812 4.376 0.123
H 1.818 -0.919 2.760 0.098
H 2.849 -2.145 0.771 0.101
H 1.359 -3.356 -0.994 0.081
H -1.260 -3.310 -0.601 0.090
H -2.273 -2.103 1.383 0.093
H 2.036 1.792 0.560 0.093
H 1.164 4.599 -1.450 0.075
H 1.559 5.623 -0.117 0.109
H 3.348 3.075 -0.532 0.088
H 3.365 4.392 -1.747 0.141
H 6.006 3.633 -2.269 0.047
H 5.352 2.375 -1.160 0.037
H 7.075 2.864 -1.029 0.058
H 6.521 6.901 0.433 0.036
H 6.304 6.643 -1.379 0.036
H 7.707 5.813 -0.466 0.047
H 7.220 4.451 2.007 0.038
H 6.198 2.898 1.803 0.036
H 5.447 4.444 2.523 0.015
H -1.347 4.718 -1.730 0.015
H -0.300 6.213 -1.583 0.044
H -2.093 6.392 -1.604 0.069
H -3.088 6.734 0.836 0.082
H 1.852 6.901 2.249 0.076
C -4.901 -4.738 -3.302 -0.058
C -3.546 -4.345 -2.735 -0.487
C -2.560 -5.501 -2.793 -0.061
O -3.703 -3.923 -1.376 -0.074
H -5.341 -5.559 -2.727 0.085
H -5.601 -3.901 -3.242 0.062
H -4.817 -5.049 -4.345 0.083
H -3.148 -3.494 -3.294 0.137
H -2.917 -6.349 -2.200 0.086
H -1.597 -5.205 -2.371 0.043
H -2.403 -5.837 -3.821 0.088
H -4.055 -4.670 -0.875 0.086
C 10.876 3.672 3.952 -0.064
C 10.312 2.926 2.753 -0.509
C 11.021 1.597 2.543 -0.065
O 10.456 3.730 1.583 -0.067
H 11.937 3.896 3.807 0.083
H 10.365 4.628 4.083 0.078
H 10.765 3.088 4.868 0.081
H 9.242 2.753 2.897 0.128
H 12.087 1.750 2.351 0.083
H 10.614 1.078 1.672 0.079
H 10.914 0.950 3.417 0.081
H 11.398 3.890 1.445 0.088
C -6.157 -1.649 0.094 -0.049
C -5.523 -2.328 1.297 -0.480
C -6.557 -2.636 2.368 -0.056
O -4.509 -1.479 1.845 -0.095
H -6.614 -0.696 0.381 0.084
H -5.401 -1.424 -0.661 0.075
H -6.924 -2.281 -0.358 0.083
H -5.035 -3.252 0.981 0.127
H -7.027 -1.717 2.732 0.083
H -6.086 -3.114 3.231 0.081
H -7.337 -3.298 1.985 0.085
H -4.932 -0.657 2.128 0.088
C 0.614 -6.151 0.774 -0.054
C 0.019 -6.865 -0.425 -0.479
C 0.719 -8.187 -0.694 -0.056
O 0.131 -6.024 -1.574 -0.092
H 1.670 -5.919 0.606 0.088
H 0.103 -5.201 0.939 0.054
H 0.530 -6.756 1.679 0.086
H -1.046 -7.043 -0.255 0.139
H 1.780 -8.029 -0.912 0.084
H 0.286 -8.681 -1.567 0.082
H 0.636 -8.859 0.163 0.083
H 1.070 -5.862 -1.732 0.075
C 1.043 -2.398 -4.017 -0.060
C 2.406 -3.019 -4.272 -0.490
C 2.450 -3.731 -5.614 -0.060
O 2.706 -3.950 -3.231 -0.063
H 0.263 -3.166 -3.995 0.081
H 1.024 -1.900 -3.044 0.064
H 0.790 -1.668 -4.789 0.082
H 3.174 -2.242 -4.243 0.139
H 1.718 -4.544 -5.647 0.084
H 3.432 -4.181 -5.777 0.082
H 2.241 -3.041 -6.434 0.082
H 2.030 -4.639 -3.252 0.068
C -9.744 -1.505 -4.213 -0.065
C -8.388 -2.138 -4.479 -0.500
C -8.357 -2.830 -5.833 -0.063
O -8.095 -3.085 -3.453 -0.071
H -10.533 -2.264 -4.201 0.082
H -9.756 -1.020 -3.234 0.078
H -9.989 -0.760 -4.974 0.081
H -7.611 -1.370 -4.442 0.138
H -9.098 -3.634 -5.876 0.083
H -7.380 -3.290 -6.006 0.076
H -8.560 -2.126 -6.642 0.081
H -8.776 -3.769 -3.477 0.090
```